1.
C6H9N2O2 | wB97M-V/def2-TZVPD

Computed properties:
Relative energy (zero: lowest compared OMol25 entry of this formula, charge and spin)   18.47 kJ/mol
Net charge   -1
Electronic energy   -13445.57191 eV
Orbital gap   0.317 Eh

Cartesian coordinates (Å):
C 1.68900 -1.03104 -3.42081
C 0.58868 -1.26767 -2.38250
O 0.88372 -1.99496 -1.38355
O -0.50632 -0.72713 -2.60575
H 1.31659 -1.21738 -4.42880
H 2.57452 -1.63836 -3.21770
H 2.04895 0.00301 -3.44091
C -2.04903 1.50743 2.82962
C 1.06190 0.44261 1.41900
C -1.02637 0.03355 0.98843
C -0.92224 0.92052 2.04037
N 0.25395 -0.24327 0.60097
N 0.39768 1.18974 2.29179
H 0.50166 -1.00779 -0.09155
H 2.11949 0.56509 1.23367
H -1.86359 -0.46082 0.52822
H -1.84987 2.53380 3.13323
H -2.26035 0.85707 3.68260
H -2.95836 1.53563 2.22366

Force components x, y, z for each atom (eV/Å):
0.672 0.001 -0.205
-0.287 0.051 -0.091
0.200 0.212 0.068
0.012 0.029 0.065
-0.059 -0.163 0.028
-0.164 -0.164 -0.075
-0.330 0.075 0.269
-0.136 -0.275 -0.279
0.178 0.925 -0.046
0.246 0.141 0.482
-0.206 -0.196 -0.503
-0.227 -0.875 -0.116
-0.034 -0.181 -0.115
-0.006 0.517 -0.029
0.017 -0.406 0.155
-0.042 0.118 -0.085
0.155 -0.088 0.246
-0.023 0.350 0.246
0.034 -0.072 -0.018

Mulliken population analysis, charges in e, atoms 1 to 6:
1 C -0.964
2 C 0.727
3 O -0.874
4 O -0.697
5 H 0.262
6 H 0.302



2.
C6H7F | wB97M-V/def2-TZVPD

Computed properties:
Relative energy (zero: lowest compared OMol25 entry of this formula, charge and spin)   218.50 kJ/mol
Net charge   0
Electronic energy   -9043.38248 eV
Orbital gap (spin up / spin down)   0.323 / 0.230 Eh
Multiplicity   3
<S²>   2.02

Cartesian coordinates (Å):
C -1.01027 -0.16906 -1.32466
C -1.54431 -1.22404 -1.55574
C 1.30315 0.86104 0.85011
C 0.86498 1.47640 -0.20250
C -2.56079 -2.31161 -1.61796
C 2.22294 1.47037 1.93704
F 1.00790 2.61922 -0.83806
H 0.71329 -0.05490 0.90501
H -2.20874 -3.31767 -1.19550
H -3.30213 -1.86082 -1.00669
H -2.92455 -2.35111 -2.60096
H 2.81726 0.56838 2.53504
H 2.97081 2.16867 1.52595
H 1.65045 2.12514 2.58890

Force components x, y, z for each atom (eV/Å):
1.689 3.395 0.492
-2.238 -4.602 -0.927
0.426 0.831 0.954
-0.554 0.326 -1.313
2.546 -0.091 1.485
1.270 -2.293 0.453
0.524 0.187 0.505
0.630 -0.194 0.747
-0.535 1.584 -0.707
-1.245 -0.164 0.740
-0.559 -0.441 -1.348
-1.657 2.595 -1.375
-0.112 -0.645 -0.211
-0.186 -0.489 0.506

Mulliken population analysis, charges in e, atoms 1 to 6:
1 C -0.290
2 C 0.267
3 C 0.048
4 C -0.013
5 C -0.868
6 C -0.858



3.
C25H70BClO18 | wB97M-V/def2-TZVPD

Computed properties:
Net charge   0
Electronic energy   -77107.89760 eV
Orbital gap   0.314 Eh

Cartesian coordinates (Å):
C 0.06259 0.69298 5.98810
C -0.43017 -0.63845 6.54229
O 0.55389 -1.22403 7.39775
C 0.98577 -2.50085 6.98841
C 1.66569 -2.46935 5.64828
C 1.44236 -3.31653 4.64464
Cl 0.30166 -4.60429 4.68579
C 2.19172 -3.17047 3.35376
O 2.44274 -4.11979 2.64821
C 2.58565 -1.77004 2.99662
B 2.63129 -1.42189 1.45149
O 3.65475 -1.91910 0.70386
C 1.49487 -0.50647 0.86667
C 1.25576 -0.68317 -0.64027
C 2.82175 -0.92509 4.00493
C 2.69665 -1.40075 5.40985
O 3.38900 -0.98656 6.30906
H 0.77061 1.11299 6.70642
H -0.75777 1.40118 5.87154
H 0.58871 0.57829 5.03798
H -0.70559 -1.33005 5.73889
H -1.32752 -0.47146 7.14635
H 0.14567 -3.20211 6.96747
H 1.70142 -2.85371 7.73511
H 3.39176 -2.16957 -0.18959
H 0.57545 -0.75000 1.41474
H 1.74011 0.53250 1.12118
H 0.33518 -0.17487 -0.93253
H 1.13141 -1.73861 -0.89594
H 2.06411 -0.25510 -1.23252
H 3.12120 0.10603 3.84659
C -0.19017 -0.40010 -4.13979
O 1.21436 -0.36017 -3.87994
H -0.65729 -1.02741 -3.38394
H -0.61818 0.59794 -4.09221
H -0.38174 -0.82946 -5.12583
H 1.60633 0.19427 -4.56128
C 1.00624 3.36756 -3.80506
O 0.66985 3.13774 -5.17535
H 1.48985 2.46983 -3.42599
H 1.68615 4.21656 -3.71504
H 0.10284 3.55731 -3.21822
H 0.24762 3.94020 -5.49700
C -3.03744 -2.84368 2.50951
O -1.70698 -2.39958 2.77411
H -3.71496 -2.10595 2.92591
H -3.22021 -2.93228 1.43547
H -3.23652 -3.80251 2.99333
H -1.10083 -3.05483 2.41666
C -3.70589 2.27831 -5.30913
O -2.54225 1.69506 -4.73593
H -4.50817 1.54602 -5.24721
H -3.99668 3.18097 -4.76803
H -3.53336 2.53083 -6.35840
H -1.82610 2.33731 -4.80027
C -5.35395 -1.67322 5.77407
O -5.49226 -2.59455 4.70285
H -4.89718 -0.76916 5.37684
H -6.32924 -1.42216 6.20024
H -4.71062 -2.08282 6.55804
H -5.89637 -3.39153 5.06100
C -3.65926 5.72636 -7.18701
O -2.83462 5.43651 -6.06448
H -4.10946 4.78767 -7.50149
H -4.45669 6.42754 -6.92949
H -3.07957 6.13246 -8.01966
H -2.42844 6.25645 -5.77005
C -4.46821 -1.51399 -4.29052
O -3.61109 -1.51192 -3.15199
H -4.80443 -2.53286 -4.45772
H -5.34055 -0.87492 -4.12127
H -3.93233 -1.17303 -5.17916
H -3.31175 -0.60566 -3.02546
C 4.26163 5.60893 -4.35553
O 3.09028 5.99187 -5.06082
H 3.94767 5.16962 -3.41048
H 4.83999 4.86513 -4.90982
H 4.90724 6.46620 -4.13829
H 3.36358 6.37877 -5.90471
C 3.32054 6.74033 -8.89147
O 3.73924 7.18285 -7.60151
H 3.70840 5.73420 -9.02571
H 2.23183 6.71330 -8.97021
H 3.72402 7.38440 -9.67453
H 3.41986 8.08407 -7.47630
C -6.69589 -3.35169 8.88996
O -6.79302 -4.20347 7.75259
H -6.24211 -2.42577 8.54579
H -7.67883 -3.12491 9.30975
H -6.06073 -3.78493 9.66619
H -7.19148 -5.03360 8.02688
C -4.14966 -4.38535 -7.23341
O -4.89871 -3.18275 -7.11517
H -3.26841 -4.27225 -6.60616
H -4.71797 -5.25159 -6.88458
H -3.82633 -4.56062 -8.26283
H -5.68462 -3.26129 -7.66241
C 4.88368 -5.08517 5.20134
O 3.75768 -5.40628 6.02144
H 5.67996 -4.75369 5.86359
H 5.22207 -5.96434 4.64881
H 4.65278 -4.28486 4.49516
H 3.04720 -5.70245 5.44165
C 4.73966 9.87501 -4.32792
O 3.99103 9.51617 -5.48385
H 4.87663 10.95322 -4.35774
H 4.20743 9.61347 -3.41019
H 5.72257 9.39699 -4.32211
H 3.85654 8.56312 -5.44389
C 5.87022 -7.75129 8.22462
O 5.39717 -7.89311 6.89600
H 6.44399 -8.64508 8.46185
H 6.52388 -6.88026 8.33285
H 5.04758 -7.66488 8.94043
H 4.88221 -7.10477 6.68449

Force components x, y, z for each atom (eV/Å):
0.258 -0.082 0.205
-0.256 0.082 0.089
0.072 -0.018 -0.210
0.088 -0.075 0.197
-0.177 -0.131 -0.070
0.031 0.324 -0.069
0.060 -0.214 0.111
0.030 -0.006 0.009
-0.199 0.087 -0.002
0.280 0.214 0.065
0.221 0.356 -0.075
-0.301 -0.706 0.283
-0.221 -0.787 -0.094
-0.113 0.383 0.309
-0.160 -0.123 -0.168
0.145 -0.055 0.130
-0.158 0.103 -0.079
-0.082 0.050 -0.022
0.007 -0.060 -0.167
-0.093 0.025 -0.010
0.007 0.034 0.010
0.050 -0.051 0.018
0.078 -0.033 -0.081
-0.029 0.096 0.007
0.184 0.540 -0.180
-0.009 0.232 0.000
-0.044 -0.013 0.016
0.077 -0.030 -0.126
0.062 0.045 -0.090
-0.015 -0.148 -0.077
0.153 -0.077 0.094
0.276 0.030 -0.054
0.011 -0.003 0.009
0.051 -0.034 0.008
-0.095 -0.038 -0.003
-0.155 0.007 0.024
0.034 -0.016 0.010
-0.095 0.097 -0.168
-0.168 -0.088 0.193
-0.030 -0.031 -0.023
0.003 -0.010 0.049
0.074 -0.012 0.124
0.098 -0.002 -0.137
0.146 -0.001 -0.038
0.077 0.055 -0.027
-0.015 -0.013 0.021
-0.021 -0.001 0.002
-0.054 0.009 0.006
-0.019 -0.028 0.025
0.156 0.083 0.040
-0.150 0.017 0.057
0.030 -0.038 0.011
-0.087 0.018 -0.069
-0.095 0.016 -0.017
0.062 -0.074 -0.071
-0.062 -0.202 -0.027
-0.042 0.002 0.042
0.007 -0.009 -0.029
0.041 0.077 0.055
0.006 0.092 0.048
-0.005 0.010 0.012
0.039 0.004 0.053
0.078 0.007 -0.005
-0.004 -0.003 -0.002
-0.016 -0.009 -0.015
-0.014 -0.011 -0.018
-0.019 -0.003 0.022
0.204 0.145 0.134
-0.066 0.044 -0.009
0.017 -0.016 0.017
-0.045 -0.036 -0.080
-0.091 -0.028 -0.070
0.067 -0.022 -0.014
-0.080 -0.002 -0.080
0.112 0.194 0.177
0.014 0.000 0.012
0.019 -0.007 0.020
0.022 -0.015 0.023
-0.082 -0.212 -0.252
-0.010 -0.031 0.047
-0.116 0.161 0.087
0.002 -0.004 0.003
0.000 -0.018 -0.006
0.013 -0.016 -0.007
0.138 0.059 -0.083
-0.002 -0.070 -0.111
0.025 0.070 0.001
0.000 0.022 0.040
0.005 0.007 0.013
-0.003 0.009 0.011
0.005 -0.005 -0.022
-0.045 0.055 0.003
-0.023 -0.038 -0.044
0.003 -0.002 0.005
0.020 -0.014 0.007
0.023 -0.012 0.006
0.002 0.013 0.004
-0.098 -0.003 -0.063
0.113 -0.068 -0.025
-0.011 0.004 0.018
0.076 0.055 -0.042
0.019 0.009 0.005
-0.019 -0.017 0.034
-0.027 0.030 -0.058
0.002 -0.195 -0.005
0.005 0.005 0.005
0.008 0.014 0.010
0.011 0.016 0.009
-0.060 0.012 0.116
-0.038 -0.005 -0.081
0.044 0.079 0.042
0.005 -0.001 0.010
0.012 -0.007 0.025
0.015 -0.004 0.024
-0.176 -0.013 0.009

Mulliken population analysis, charges in e, atoms 1 to 6:
1 C -1.071
2 C -0.063
3 O -0.432
4 C -1.083
5 C 0.223
6 C 1.236



4.
C24H27CrF3N4O2P | wB97M-V/def2-TZVPD

Computed properties:
Relative energy (zero: lowest compared OMol25 entry of this formula, charge and spin)   0.00 kJ/mol
Net charge   +2
Electronic energy   -81233.59602 eV
Orbital gap (spin up / spin down)   0.317 / 0.318 Eh
Multiplicity   4
<S²>   3.80

Cartesian coordinates (Å):
Cr 0.08803 -0.00137 -0.04083
O 0.32702 2.23377 3.27273
C 0.20038 1.77448 2.17554
N 0.41100 0.45368 1.77867
C 0.66795 -0.58482 2.67640
O 0.71637 -0.52354 3.86988
C 0.92199 -1.87529 1.92932
C 1.33814 -3.01362 2.58725
C 1.63208 -4.14201 1.83393
C 1.50894 -4.08631 0.45195
C 1.06960 -2.91482 -0.13423
N 0.76724 -1.83138 0.59244
C -0.23691 2.62349 1.00251
C -0.47597 3.97331 1.15900
C -0.89650 4.70460 0.05805
C -1.06224 4.05872 -1.16046
C -0.80036 2.70514 -1.24031
N -0.39523 1.99554 -0.17828
H 1.43645 -2.98562 3.66402
H 1.96701 -5.05027 2.31675
H 1.74761 -4.93828 -0.16830
H 0.95787 -2.83386 -1.20831
H -0.32893 4.41536 2.13507
H -1.09177 5.76485 0.14611
H -1.38828 4.59399 -2.04070
H -0.91970 2.16973 -2.17480
C -2.43405 -3.27855 0.55537
C -2.89772 -1.95777 1.16167
P -2.30257 -0.44721 0.33540
C -3.21749 0.92240 1.11706
C -4.73869 0.76248 1.11740
C -2.81144 -0.53601 -1.42294
C -1.60266 -0.94760 -2.26594
H -2.94722 -4.10328 1.04703
H -1.36474 -3.43508 0.68656
H -2.66954 -3.34537 -0.50829
H -2.60523 -1.88013 2.21283
H -3.98809 -1.89634 1.13590
H -2.93171 1.83480 0.58812
H -2.83350 1.01761 2.13746
H -5.12941 0.58317 0.11463
H -5.19910 1.67593 1.49006
H -5.06340 -0.04937 1.76495
H -3.17926 0.44745 -1.72405
H -3.63464 -1.23834 -1.56220
H -0.76176 -0.22746 -2.16552
H -1.82016 -0.95126 -3.33389
H -1.23934 -1.94163 -1.99937
F 6.55613 0.11329 -2.56797
C 5.89057 1.26655 -2.42999
F 5.82252 1.86607 -3.61984
F 6.56997 2.05040 -1.58925
C 4.50313 0.98536 -1.87966
C 3.38650 1.03975 -2.69633
C 2.15691 0.75084 -2.13965
N 2.00271 0.41050 -0.85175
C 3.09291 0.36279 -0.06937
C 4.35639 0.64678 -0.54324
H 3.46634 1.30836 -3.73995
H 1.26187 0.79581 -2.74981
H 2.93644 0.10120 0.96846
H 5.20752 0.60838 0.12268

Force components x, y, z for each atom (eV/Å):
-0.008 -0.003 -0.016
0.012 -0.001 -0.020
-0.047 -0.002 0.013
-0.026 0.009 0.027
0.042 -0.004 0.003
-0.022 -0.004 -0.007
-0.028 0.003 0.002
0.001 0.005 -0.001
0.005 -0.001 -0.002
0.000 0.004 0.003
0.010 0.005 0.007
0.001 0.000 0.002
0.023 0.009 0.008
0.008 -0.010 0.001
0.003 0.000 -0.011
0.002 0.007 0.009
-0.005 -0.009 0.002
0.016 -0.005 0.012
0.002 0.000 0.001
-0.001 -0.003 0.001
0.000 -0.004 -0.003
-0.010 -0.004 -0.011
0.000 0.000 0.002
-0.006 0.003 0.001
-0.001 0.002 -0.003
-0.005 0.004 -0.002
0.004 -0.002 -0.009
0.012 0.015 0.015
0.022 0.019 -0.007
0.011 0.010 -0.002
0.001 -0.004 -0.007
-0.031 -0.001 0.015
0.037 -0.007 -0.009
0.001 -0.003 0.001
-0.005 0.000 -0.004
-0.002 -0.002 0.003
-0.001 -0.004 -0.002
0.001 -0.005 0.006
-0.002 -0.011 -0.002
-0.004 0.004 0.001
0.000 -0.001 0.000
0.000 0.002 0.002
0.000 -0.005 0.003
0.008 0.001 0.005
-0.003 0.006 -0.006
-0.012 0.009 0.002
-0.001 -0.009 -0.001
-0.001 -0.008 0.000
-0.044 0.134 0.002
0.024 -0.001 -0.014
0.040 -0.058 0.109
-0.033 -0.073 -0.095
0.020 0.000 0.000
-0.005 0.006 -0.008
0.003 -0.005 -0.003
-0.010 0.012 -0.025
-0.004 -0.001 0.013
0.002 -0.009 -0.001
-0.001 -0.002 0.003
0.005 -0.006 0.001
0.000 -0.001 -0.005
-0.001 0.001 0.000

Mulliken population analysis, charges in e, atoms 1 to 6:
1 Cr -0.884
2 O -0.546
3 C -0.256
4 N 0.600
5 C 0.044
6 O -0.536